{
  "formula": "C12H24IrN3O2S4",
  "method": "wB97M-V/def2-TZVPD",
  "total_energy_ha": -2482.51729,
  "e_above_lowest_ev": 0.940,
  "spin_multiplicity": 2,
  "homo_ev": [-17.1, -18.0],
  "charge": 3,
  "s_squared": 0.77,
  "orbital_gap_ev": [6.1, 6.9],
  "symbols": ["Ir", "C", "C", "S", "C", "C", "S", "C", "C", "S", "H", "H", "H", "H", "H", "H", "H", "H", "H", "H", "H", "H", "N", "C", "C", "O", "O", "H", "H", "H", "H", "C", "N", "C", "C", "N", "C", "S", "H", "H", "H", "H", "H", "H", "H", "H"],
  "positions_angstrom": [[-0.027381, 0.338303, -0.806849], [-2.214109, -1.755352, -1.735260], [-1.185014, -2.739369, -1.199351], [0.255418, -1.890245, -0.420298], [1.621624, -2.425694, -1.541375], [2.536367, -1.265413, -1.859980], [1.601740, 0.218893, -2.342253], [0.809934, -0.155408, -3.951436], [-0.463436, -0.967261, -3.849028], [-1.497691, -0.275747, -2.512875], [-2.833255, -1.346882, -0.934925], [-2.888795, -2.226709, -2.452806], [-0.799374, -3.399744, -1.973463], [-1.630216, -3.368369, -0.429257], [1.189154, -2.863941, -2.436420], [2.159378, -3.206889, -1.003970], [3.262972, -1.498649, -2.639604], [3.088238, -0.929465, -0.979350], [1.565918, -0.624283, -4.584209], [0.612116, 0.834268, -4.367705], [-0.274174, -2.018236, -3.650978], [-1.039988, -0.891516, -4.771456], [0.602049, 2.768138, -0.990440], [-0.364127, 3.744443, -1.070451], [-2.580074, 2.481607, -0.432920], [-3.281928, 3.346840, -0.683199], [-1.992344, 1.495545, -0.123226], [1.112636, 2.768754, -0.109164], [1.238660, 2.751185, -1.781526], [-0.639363, 4.134682, -2.039520], [-0.627402, 4.285784, -0.172639], [2.180554, 0.257119, 4.186436], [0.767150, 0.271233, 3.824099], [-0.270731, 0.127832, 4.866003], [-1.585159, 0.324094, 4.090295], [-1.103620, 0.429114, 2.698266], [0.225870, 0.447028, 2.641196], [1.240824, 0.710512, 1.245489], [2.330785, -0.507494, 4.945747], [2.474648, 1.225954, 4.588738], [2.788244, 0.017845, 3.318470], [-0.120345, 0.879703, 5.638578], [-0.185468, -0.861008, 5.314974], [-2.098588, 1.240579, 4.374518], [-2.266640, -0.515387, 4.199284], [-1.695037, 0.633614, 1.913836]],
  "forces_ev_per_angstrom": [[0.4, 1.1, -0.2], [0.0, 0.0, 0.0], [0.0, 0.0, 0.0], [-0.5, -0.6, 0.2], [0.0, 0.1, 0.0], [-0.1, 0.0, 0.1], [0.6, -0.2, 0.2], [-0.1, 0.1, 0.0], [0.1, 0.0, 0.1], [-0.2, 0.0, -0.2], [0.0, 0.0, 0.0], [0.0, 0.0, 0.0], [0.0, 0.0, 0.0], [0.0, 0.0, 0.0], [0.0, 0.0, 0.0], [0.0, 0.0, 0.0], [-0.1, 0.0, -0.1], [0.0, 0.0, 0.0], [0.0, 0.0, 0.0], [0.0, 0.0, 0.0], [0.0, 0.0, 0.0], [0.0, 0.0, 0.0], [-0.5, -0.3, -0.1], [0.3, 0.4, 0.0], [-0.6, -0.5, 0.2], [0.3, 0.0, 0.0], [0.0, 0.2, 0.2], [0.0, 0.0, 0.0], [0.0, 0.0, 0.0], [-0.1, -0.1, 0.0], [-0.1, -0.1, 0.0], [0.0, 0.0, 0.0], [-0.1, 0.1, 0.0], [0.0, 0.0, 0.0], [0.0, 0.0, 0.0], [0.0, -0.2, -0.1], [0.2, 0.0, 0.1], [0.0, 0.0, -0.4], [0.0, 0.0, 0.0], [0.0, 0.0, 0.0], [0.0, 0.0, 0.0], [0.0, 0.0, 0.0], [0.0, 0.0, 0.0], [0.0, 0.0, 0.0], [0.0, 0.0, 0.0], [0.0, 0.1, 0.1]]
}



{
  "formula": "C5H13N2",
  "method": "wB97M-V/def2-TZVPD",
  "total_energy_ha": -307.56374,
  "e_above_lowest_ev": 1.575,
  "homo_ev": -12.0,
  "smiles": "C[C@@H]([NH3+])C/C=C/N",
  "charge": 1,
  "orbital_gap_ev": 8.9,
  "symbols": ["C", "C", "C", "C", "C", "N", "N", "H", "H", "H", "H", "H", "H", "H", "H", "H", "H", "H", "H", "H"],
  "positions_angstrom": [[2.626848, 1.185693, -0.156816], [1.459296, 0.275442, 0.165137], [0.535653, -0.151473, -1.024076], [-0.674868, -0.897646, -0.601736], [-1.921436, -0.462061, -0.281144], [-2.950356, -1.170318, 0.231445], [0.638350, 0.842203, 1.274296], [2.260209, 2.124805, -0.594261], [3.168944, 1.476385, 0.740097], [3.206957, 0.730049, -0.951026], [1.833043, -0.665779, 0.590270], [0.410985, 0.718633, -1.689164], [1.099974, -0.773302, -1.723879], [-0.506919, -1.936626, -0.296555], [-2.197367, 0.483908, -0.745785], [-2.794435, -2.117790, 0.535747], [-3.891642, -0.846051, 0.260119], [-0.313043, 0.401435, 1.165929], [1.038128, 0.747131, 2.203761], [0.480701, 1.841239, 1.102959]],
  "forces_ev_per_angstrom": [[-1.1, 0.6, -0.5], [0.6, -1.6, -0.2], [0.5, 1.1, -0.7], [-0.7, -1.0, 1.7], [0.3, 0.8, -2.0], [0.6, -0.6, 0.4], [-1.2, 0.8, -0.8], [-0.1, -0.1, 0.0], [0.5, -0.4, -0.1], [0.5, -0.1, 0.3], [0.1, 0.2, 0.0], [-0.7, 0.1, 0.5], [0.4, -0.3, 0.5], [0.3, 0.1, -0.2], [-0.2, 0.3, 0.6], [-0.1, 0.0, 0.0], [-0.2, 0.3, -0.1], [0.5, -0.1, 0.4], [0.0, -0.2, 0.0], [0.1, 0.0, 0.1]]
}



{
  "formula": "C4H9FN2",
  "method": "wB97M-V/def2-TZVPD",
  "total_energy_ha": -367.02993,
  "e_above_lowest_ev": 4.371,
  "homo_ev": -9.2,
  "charge": 0,
  "orbital_gap_ev": 10.2,
  "symbols": ["C", "C", "C", "C", "H", "H", "H", "H", "H", "H", "H", "H", "H", "N", "N", "F"],
  "positions_angstrom": [[0.641980, -0.629501, -0.891039], [0.916077, 0.571219, -0.221670], [-0.271178, 0.412551, 0.626901], [-0.823998, -0.458120, -0.537708], [0.139250, -1.925679, 0.731111], [0.571205, -2.365129, -0.792291], [1.013554, -0.553162, -1.919215], [1.874530, 0.790990, 0.276016], [0.844518, 1.505827, -0.909957], [-0.122962, -0.155518, 1.675723], [-1.765522, 1.737993, 1.701559], [-0.351444, 2.622933, 1.135726], [-1.271089, 0.132058, -1.285169], [1.156003, -1.817818, -0.046317], [-0.943553, 1.715890, 0.901295], [-1.607370, -1.584534, -0.444968]],
  "forces_ev_per_angstrom": [[1.2, -2.7, -0.7], [2.7, 5.9, 1.0], [-2.4, 1.4, 4.2], [0.5, 0.3, -0.6], [4.4, 0.2, -2.4], [2.0, -1.0, 1.8], [-0.3, -1.3, 0.0], [-0.1, -0.8, -0.1], [-0.5, -1.4, 1.0], [-0.1, 0.9, -2.6], [2.9, -0.5, -2.7], [-1.1, -3.1, -0.7], [-0.9, 1.2, -0.6], [-6.4, -1.1, -1.0], [-2.0, 2.2, 2.7], [0.0, -0.2, 0.7]]
}



{
  "formula": "C21H42N2O3PtSSi2",
  "method": "wB97M-V/def2-TZVPD",
  "total_energy_ha": -2257.21625,
  "spin_multiplicity": 3,
  "homo_ev": [-7.0, -7.7],
  "charge": 0,
  "s_squared": 2.01,
  "orbital_gap_ev": [7.4, 6.3],
  "symbols": ["Pt", "C", "C", "C", "C", "C", "C", "N", "N", "Si", "C", "C", "C", "H", "H", "H", "H", "H", "H", "H", "H", "H", "H", "H", "H", "H", "H", "H", "C", "C", "C", "C", "O", "Si", "S", "O", "C", "C", "C", "C", "O", "C", "C", "C", "C", "H", "H", "H", "H", "H", "H", "H", "H", "H", "H", "H", "H", "H", "H", "H", "H", "H", "H", "H", "H", "H", "H", "H", "H", "H", "H", "H"],
  "positions_angstrom": [[1.362884, -0.380660, 0.576960], [4.456760, 1.381979, -0.508015], [4.430850, 0.411651, 0.698290], [5.600418, 0.091855, 1.425624], [5.603985, -0.886382, 2.430585], [4.389108, -1.633555, 2.674835], [3.226382, -1.194412, 2.060342], [3.235406, -0.161948, 1.116498], [1.955407, -1.680034, 2.117377], [1.214906, -3.069153, 2.824769], [-0.632256, -3.107699, 2.302399], [1.323007, -2.944497, 4.684602], [2.101326, -4.519748, 2.134942], [3.808164, 1.070281, -1.314670], [5.463968, 1.382896, -0.875269], [4.111903, 2.405211, -0.267301], [6.493740, 0.580902, 1.040745], [6.474059, -1.094498, 3.067680], [4.367787, -2.388690, 3.458880], [-0.872721, -3.626962, 1.349916], [-1.076196, -2.161681, 2.229681], [-1.194751, -3.655384, 3.113551], [0.295385, -2.741485, 5.068789], [2.015374, -2.185564, 5.047500], [1.573091, -3.943649, 5.078551], [3.138635, -4.207326, 1.882478], [1.722620, -4.879503, 1.166164], [2.148260, -5.322210, 2.821232], [-2.781088, -1.071319, -3.616728], [-2.199912, -1.676603, -2.341748], [-0.843526, -2.378785, -2.534795], [-3.110894, -2.549291, -1.556780], [-1.883474, -0.558244, -1.342736], [-1.237690, 0.915765, -1.290112], [0.961494, 1.020365, -1.087735], [-1.728915, 1.717711, 0.021126], [-2.040913, 1.737692, 1.463870], [-1.200424, 2.905131, 1.926063], [-3.607660, 1.934282, 1.667849], [-1.592225, 0.456923, 2.094675], [-1.522315, 1.735305, -2.638055], [-1.100513, 3.097499, -3.122861], [-1.461839, 4.121746, -1.990033], [0.264713, 3.110110, -3.638030], [-2.250191, 3.469621, -4.151741], [-3.159540, -1.856936, -4.378358], [-1.922720, -0.552689, -4.088406], [-3.525440, -0.338543, -3.326774], [-0.956991, -3.248731, -3.249391], [-0.475190, -2.818326, -1.532582], [-0.089789, -1.771017, -2.919868], [-3.036035, -3.568203, -2.001642], [-4.141855, -2.199330, -1.667874], [-2.815798, -2.521807, -0.485953], [-1.455461, 3.905215, 1.509020], [-0.184113, 2.685088, 1.670619], [-1.166316, 3.040538, 3.018765], [-3.813570, 2.879673, 1.136825], [-3.855880, 1.940693, 2.716817], [-4.065701, 1.088579, 1.123599], [-0.538062, 0.581955, 2.433120], [-1.556635, -0.342914, 1.393799], [-2.271540, 0.326650, 2.949535], [-0.857170, 4.191950, -1.050443], [-2.527723, 3.974172, -1.604079], [-1.409415, 5.030620, -2.454538], [0.999303, 3.194324, -2.894156], [0.363816, 3.934313, -4.319424], [0.489170, 2.129251, -4.082252], [-3.219119, 3.656710, -3.680538], [-2.259273, 2.689612, -4.941201], [-1.951070, 4.441511, -4.543981]],
  "forces_ev_per_angstrom": [[-3.0, -0.5, -0.9], [-0.6, -0.4, 1.3], [-1.7, -0.7, 1.0], [-0.2, 0.0, -0.8], [-2.0, -0.7, 0.0], [2.1, 1.5, 0.5], [-0.4, 0.2, -1.0], [5.5, 0.3, 0.7], [0.0, 1.2, -0.7], [-0.9, 0.7, -0.6], [0.4, -2.1, 0.7], [-0.9, -0.7, 0.3], [1.0, 0.3, -1.4], [-0.2, -0.4, 0.0], [0.5, 0.3, -0.2], [0.4, -0.5, 0.2], [0.1, -0.1, 0.6], [-0.3, 0.1, -0.6], [-0.1, 0.1, -0.3], [0.5, 0.2, 0.5], [-0.5, 1.5, 0.1], [0.5, 0.4, -0.7], [0.7, 0.1, -0.1], [0.0, -0.1, 0.0], [0.2, 0.4, 0.1], [-0.4, -0.2, 0.4], [-0.2, 0.1, 0.4], [0.1, -1.1, 0.7], [1.0, -0.9, -0.8], [1.9, 1.2, 1.1], [-1.2, -2.7, 1.1], [-0.7, -0.9, 0.0], [-0.6, -0.8, -1.1], [1.1, 0.2, 0.9], [-0.6, -0.3, -0.1], [-1.2, 0.1, 0.5], [-0.6, 0.6, -1.5], [-0.2, 1.2, 1.1], [2.1, -0.1, -2.1], [0.9, 0.9, 1.3], [0.3, 1.2, -1.2], [-5.0, -0.3, 2.5], [-0.3, -2.3, 2.1], [0.3, -1.0, -1.0], [1.8, -0.6, -0.3], [0.4, 1.2, 1.5], [-0.7, 0.0, 0.0], [-0.3, 0.0, -0.3], [0.0, 0.8, 0.7], [-0.6, 0.8, -1.5], [1.2, 1.3, -0.6], [-0.2, 0.5, 0.6], [0.0, -0.1, 0.2], [-0.2, -0.3, -0.8], [-0.1, -0.8, 0.0], [0.7, -0.1, -0.4], [-0.4, -0.2, -0.1], [-0.5, -0.4, 0.5], [-0.2, 0.1, 0.2], [-0.1, 0.4, 0.4], [-0.7, -0.2, 0.1], [-0.6, -0.8, -0.4], [0.5, -0.7, -0.1], [0.0, -0.5, -1.0], [1.4, 0.0, -0.8], [0.1, 2.7, -1.0], [0.9, 0.4, 1.3], [0.3, 0.2, -0.6], [-0.2, 0.5, -0.5], [0.2, -0.7, 0.0], [-0.3, 0.6, 0.3], [0.0, -0.1, -0.5]]
}



{
  "formula": "C7H12NO",
  "method": "wB97M-V/def2-TZVPD",
  "total_energy_ha": -403.44101,
  "e_above_lowest_ev": 6.236,
  "homo_ev": [-12.7, -12.7],
  "charge": 1,
  "orbital_gap_ev": [7.7, 7.7],
  "symbols": ["C", "C", "C", "C", "C", "C", "C", "N", "O", "H", "H", "H", "H", "H", "H", "H", "H", "H", "H", "H", "H"],
  "positions_angstrom": [[-3.458859, 0.423315, -0.526488], [2.070443, -0.269414, -0.053043], [1.112824, -1.392227, 0.350457], [1.685685, 1.089665, 0.554071], [-0.237288, -1.379362, -0.388311], [0.568705, 1.757164, -0.096735], [-1.040009, -0.210171, 0.032574], [-2.355335, 0.047101, -0.054989], [-1.875742, -0.182285, 1.206496], [-4.291690, 0.599806, 0.137714], [-3.563901, 0.555123, -1.590609], [3.065306, -0.530157, 0.305264], [2.111669, -0.188645, -1.140454], [1.594610, -2.348829, 0.145072], [0.924977, -1.341883, 1.423589], [1.527541, 1.006658, 1.629960], [2.544052, 1.770725, 0.414545], [-0.071962, -1.327080, -1.464857], [-0.776629, -2.306356, -0.159934], [-0.041492, 2.458820, 0.448015], [0.507087, 1.768026, -1.172336]],
  "forces_ev_per_angstrom": [[-0.3, -0.1, 0.2], [-0.3, 0.0, 0.3], [0.0, 0.2, -0.3], [0.7, -0.1, 0.0], [-0.3, -0.6, 0.3], [-2.1, -2.3, 0.1], [3.8, 2.5, -0.7], [-1.1, 0.3, -0.6], [-0.6, -0.3, 1.0], [0.0, 0.0, 0.2], [0.2, -0.1, -0.2], [0.0, 0.0, -0.1], [0.1, 0.0, -0.1], [-0.1, 0.0, 0.0], [0.1, -0.1, 0.1], [0.0, 0.1, 0.0], [0.0, 0.1, 0.1], [-0.1, 0.0, -0.1], [-0.1, 0.0, -0.1], [-0.1, 0.2, 0.0], [0.1, 0.2, -0.2]]
}



{
  "formula": "C2H9NSi",
  "method": "wB97M-V/def2-TZVPD",
  "total_energy_ha": -425.65067,
  "e_above_lowest_ev": 1.483,
  "spin_multiplicity": 3,
  "homo_ev": [-6.4, -10.1],
  "charge": 0,
  "s_squared": 2.01,
  "orbital_gap_ev": [7.5, 9.5],
  "symbols": ["C", "C", "N", "Si", "H", "H", "H", "H", "H", "H", "H", "H", "H"],
  "positions_angstrom": [[-2.103240, -0.648492, 0.294817], [-1.175275, 0.454097, -0.290304], [0.071780, 0.633412, 0.340333], [3.185115, -0.013810, -0.354033], [-2.942567, -0.805515, -0.397033], [-1.515121, -1.473710, 0.358742], [-2.434387, -0.317503, 1.246134], [-1.066884, 0.094857, -1.377091], [-1.681067, 1.408835, -0.199491], [-0.073904, 0.973074, 1.298520], [3.737698, -0.561169, 1.049616], [3.058979, -1.112944, -1.302672], [2.938868, 1.368867, -0.667538]],
  "forces_ev_per_angstrom": [[-0.7, 2.8, -1.0], [-0.7, -1.1, -1.7], [0.7, -0.4, 0.3], [1.0, -1.5, 1.9], [0.2, 0.0, 0.4], [1.3, -2.8, 0.4], [-0.6, -0.1, 1.0], [0.3, 1.2, 1.3], [-0.5, 0.4, -0.5], [-0.1, -0.1, -0.1], [-0.7, 1.0, -1.6], [-0.2, 0.1, -0.3], [0.0, 0.4, 0.0]]
}